DFT (wB97M-V/def2-TZVPD) results for the molecule C23H29N3O2.

Orbital gap = 8.76 eV
E = -32889.0678 eV
Spin multiplicity = 1
Energy above the lowest of the compared OMol25 structures with the same formula, charge and spin = 0.287 eV
Molecular weight = 379.50 g/mol

Each atom is followed by the atoms it is bonded to, with distances in Å.
Positions of all 57 atoms, in Å:
1 N -1.95 -0.40 -0.20  C9 1.400, C26 1.355, H46 1.015
2 O -3.71 1.04 -0.37  C26 1.211
3 C -1.78 5.48 1.39  H23 1.088, C49 1.528, H53 1.088, H55 1.087
4 H -0.15 1.24 1.15  N47 1.009
5 H -3.57 -6.32 0.38  C56 1.087
6 H 7.51 -1.25 -0.65  C38 1.080
7 H 2.27 -1.41 1.86  C48 1.098
8 C 1.97 0.59 0.04  H11 1.097, C15 1.529, C28 1.527, N50 1.466
9 C -2.57 -1.66 -0.18  N1 1.400, C27 1.393, C40 1.390
10 H -0.38 4.25 -1.52  C37 1.087
11 H 2.11 0.90 1.08  C8 1.097
12 H 3.75 1.66 -0.54  C28 1.092
13 C 3.80 -1.54 0.37  C21 1.392, C33 1.389, C48 1.510
14 H 6.73 -3.22 0.61  C36 1.080
15 C 0.86 1.41 -0.62  C8 1.529, N47 1.351, O52 1.211
16 H -0.45 5.89 -0.89  C37 1.088
17 C -2.06 3.16 0.53  H22 1.091, H45 1.094, C49 1.532, C57 1.530
18 H 3.07 0.62 -1.79  C28 1.096
19 H -5.53 -3.26 -0.38  C32 1.080
20 H 2.01 -2.69 0.66  C48 1.093
21 C 4.24 -0.42 -0.33  C13 1.392, C28 1.505, C43 1.390
22 H -3.04 3.40 0.13  C17 1.091
23 H -1.91 5.11 2.41  C3 1.088
24 H -4.58 -0.99 -0.43  C40 1.077
25 H 4.35 -3.40 1.26  C33 1.081
26 C -2.52 0.83 -0.29  N1 1.355, O2 1.211, C57 1.544
27 C -1.74 -2.77 -0.02  C9 1.393, H35 1.081, C51 1.381
28 C 3.29 0.68 -0.72  C8 1.527, H12 1.092, H18 1.096, C21 1.505
29 H -1.94 5.09 -1.40  C37 1.088
30 H -0.18 4.13 0.91  C49 1.096
31 H -1.37 2.29 -1.33  C57 1.096
32 C -4.46 -3.12 -0.28  H19 1.080, C39 1.389, C40 1.382
33 C 4.70 -2.54 0.71  C13 1.389, H25 1.081, C36 1.381
34 H -5.20 -5.63 0.37  C56 1.088
35 H -0.68 -2.63 0.09  C27 1.081
36 C 6.03 -2.44 0.34  H14 1.080, C33 1.381, C38 1.386
37 C -0.97 4.93 -0.92  H10 1.087, H16 1.088, H29 1.088, C49 1.527
38 C 6.47 -1.33 -0.36  H6 1.080, C36 1.386, C43 1.381
39 C -3.65 -4.24 -0.13  C32 1.389, C51 1.389, C56 1.499
40 C -3.94 -1.84 -0.31  C9 1.390, H24 1.077, C32 1.382
41 H -4.38 -5.96 -1.15  C56 1.091
42 H 5.92 0.53 -1.25  C43 1.081
43 C 5.58 -0.33 -0.70  C21 1.390, C38 1.381, H42 1.081
44 H -1.63 -4.89 0.13  C51 1.081
45 H -2.19 2.83 1.56  C17 1.094
46 H -0.94 -0.44 -0.14  N1 1.015
47 N -0.21 1.56 0.19  H4 1.009, C15 1.351, C57 1.443
48 C 2.36 -1.66 0.79  H7 1.098, C13 1.510, H20 1.093, N50 1.455
49 C -1.16 4.40 0.50  C3 1.528, C17 1.532, H30 1.096, C37 1.527
50 N 1.45 -0.78 0.06  C8 1.466, C48 1.455, H54 1.019
51 C -2.28 -4.04 0.00  C27 1.381, C39 1.389, H44 1.081
52 O 0.90 1.79 -1.76  C15 1.211
53 H -2.75 5.78 1.01  C3 1.088
54 H 1.39 -1.11 -0.90  N50 1.019
55 H -1.14 6.36 1.43  C3 1.087
56 C -4.23 -5.62 -0.12  H5 1.087, H34 1.088, C39 1.499, H41 1.091
57 C -1.50 1.98 -0.28  C17 1.530, C26 1.544, H31 1.096, N47 1.443